A structure of composition C4H4N2O2. Source: OMol25; level of theory: wB97M-V/def2-TZVPD.

* E_LUMO: 0.3 eV
* relative energy (zero: lowest compared OMol25 entry of this formula, charge and spin): 5.6352 eV
* HOMO-LUMO gap: 9.0 eV

```
! RIJCOSX wB97M-V def2-TZVPD def2/J DEFGRID3
* xyz 0 1
C -1.2035 -0.0891 0.8568
C 0.4173 -0.3912 -0.6851
C 1.4968 0.6776 -0.8830
C -0.2754 0.5397 -0.0425
H -1.9488 1.2527 1.9566
H -0.1817 -2.2701 -0.9429
H 1.6692 0.9486 -1.9217
H 2.4070 0.5967 -0.3046
N -1.9963 0.2328 1.7837
N 0.1361 -1.6633 -0.2104
O -1.0716 -1.4289 0.6255
O 0.5509 1.5946 -0.2325
*
```

A structure of composition C5H5LaO. Source: OMol25; level of theory: wB97M-V/def2-TZVPD.

* E_LUMO (alpha / beta): -13.4 / -12.7 eV
* ⟨S²⟩: 1.15
* relative energy (zero: lowest compared OMol25 entry of this formula, charge and spin): 0.0000 eV
* HOMO-LUMO gap (alpha / beta): 5.5 / 7.9 eV

```
! RIJCOSX wB97M-V def2-TZVPD def2/J DEFGRID3
* xyz 3 2
C -4.2050 2.4393 0.5458
C -4.7678 1.9014 -0.5720
H -4.7877 2.5809 1.4582
H -3.1771 2.8060 0.5371
H -4.2051 1.8259 -1.5043
H -5.8154 1.5953 -0.5851
C -3.7320 -0.2047 0.7465
C -2.6149 -0.7122 0.4380
H -4.6313 -0.3899 1.3209
C -1.5590 -1.4368 0.0737
O -0.7883 -2.3077 0.3905
La 1.4367 -3.9100 -0.1291
*
```

The evaluated calculated total energy for the records listed, in turn: -11282.9044 -8134.2208 eV.